[1]
Formula: C38H38ClOP2Pt
Source: the Open Molecules 2025 dataset
Level of theory: wB97M-V/def2-TZVPD

Geometry as XYZ:
```
81
Properties=species:S:1:pos:R:3:forces:R:3:mulliken_spin:R:1
Pt 0.176 0.001 -0.396 0.87 -0.47 -0.71 1.22
Cl 0.117 -0.078 -2.725 -0.84 -0.42 -0.49 0.52
P 0.192 2.276 -0.313 -0.25 3.51 0.56 0.14
P 0.188 -2.283 -0.221 1.06 -1.92 1.11 0.24
C 0.306 3.134 1.295 0.30 -0.03 -0.16 0.06
C -1.339 2.973 -0.991 0.12 -0.12 0.08 0.10
C 1.577 2.926 -1.284 -0.30 0.07 -0.17 0.19
C 1.758 -3.151 -0.490 0.18 -0.08 -0.11 0.03
C -0.376 -3.016 1.343 -0.47 0.02 -0.01 0.01
C -1.020 -2.858 -1.438 1.46 -1.35 -0.28 0.27
C 1.433 3.895 1.652 -0.03 0.10 0.34 0.00
C 1.434 4.623 2.847 0.14 -0.26 -0.32 0.00
C 0.351 4.532 3.725 0.04 -0.13 -0.01 0.07
C -0.764 3.761 3.383 -0.10 -0.04 -0.35 -0.01
C -0.808 3.111 2.151 -0.17 -0.02 0.36 0.03
H 2.295 3.939 0.989 -0.19 0.11 0.19 0.01
H 2.289 5.256 3.087 -0.26 -0.21 -0.03 0.00
H 0.371 5.063 4.677 0.00 -0.10 -0.27 0.00
H -1.615 3.690 4.061 0.19 0.13 -0.20 0.00
H -1.737 2.637 1.823 0.31 -0.02 0.21 0.00
C 2.868 2.435 -1.021 1.00 -0.11 -0.34 0.11
C 3.970 2.974 -1.693 -0.31 -0.38 0.64 -0.01
C 3.779 3.982 -2.641 0.45 -0.16 0.16 0.14
C 2.492 4.444 -2.931 -1.10 0.01 0.15 0.07
C 1.386 3.912 -2.264 0.22 0.15 -0.66 -0.02
H 2.995 1.619 -0.308 0.10 0.23 -0.16 0.01
H 4.970 2.600 -1.468 -0.29 0.15 -0.11 0.00
H 4.641 4.411 -3.155 -0.27 -0.17 0.09 0.00
H 2.344 5.227 -3.676 0.06 -0.18 0.26 0.00
H 0.378 4.257 -2.498 0.33 -0.01 0.05 0.00
C -1.753 4.273 -0.648 -0.37 0.21 -0.01 -0.01
C -2.912 4.798 -1.220 0.37 -0.03 0.21 0.01
C -3.666 4.038 -2.121 -0.03 -0.16 -0.05 0.06
C -3.274 2.738 -2.442 0.27 -0.10 0.15 -0.01
C -2.119 2.214 -1.869 -0.32 -0.22 -0.44 0.02
H -1.181 4.866 0.067 -0.14 -0.10 -0.27 0.00
H -3.222 5.809 -0.957 0.06 -0.24 -0.12 0.00
H -4.564 4.454 -2.573 0.19 -0.03 0.13 0.00
H -3.849 2.122 -3.136 0.10 0.30 0.20 0.00
H -1.794 1.209 -2.128 -0.29 0.36 0.02 0.05
C -1.561 -3.761 1.416 0.22 0.07 0.14 0.02
C -1.911 -4.381 2.616 -0.08 0.04 -0.13 0.00
C -1.089 -4.251 3.734 -0.06 0.02 -0.02 0.02
C 0.081 -3.489 3.667 0.12 0.09 -0.21 0.00
C 0.435 -2.861 2.477 -0.06 -0.11 -0.11 0.03
H -2.198 -3.861 0.537 0.07 -0.13 0.27 0.03
H -2.828 -4.970 2.661 0.27 0.14 0.07 0.00
H -1.358 -4.743 4.668 0.05 0.10 -0.24 0.00
H 0.733 -3.390 4.533 -0.21 -0.05 -0.15 0.00
H 1.349 -2.270 2.409 -0.16 -0.19 0.10 0.00
C 2.804 -2.514 -1.168 -0.20 -0.12 -0.05 -0.02
C 3.983 -3.197 -1.457 -0.09 0.07 0.07 0.00
C 4.143 -4.516 -1.032 -0.12 0.18 -0.04 0.01
C 3.126 -5.145 -0.308 -0.17 0.15 0.01 0.00
C 1.938 -4.470 -0.030 0.01 -0.03 -0.06 0.01
H 2.672 -1.485 -1.476 0.14 -0.21 -0.02 0.01
H 4.767 -2.689 -2.017 -0.14 -0.19 0.19 0.00
H 5.064 -5.047 -1.260 -0.21 0.08 0.08 0.00
H 3.256 -6.167 0.042 -0.02 0.21 -0.06 0.00
H 1.157 -4.962 0.551 0.20 0.06 -0.18 0.00
C -0.764 -3.996 -2.211 -0.24 -0.14 -0.41 -0.04
C -1.747 -4.452 -3.091 2.05 -0.67 0.64 0.24
C -2.946 -3.747 -3.232 -1.53 1.00 -0.06 0.24
C -3.180 -2.586 -2.491 0.02 0.61 0.61 0.00
C -2.217 -2.142 -1.586 -1.99 0.53 -1.04 0.14
H 0.189 -4.516 -2.114 -0.31 0.08 -0.02 0.00
H -1.573 -5.367 -3.656 -0.09 0.18 0.06 0.00
H -3.709 -4.100 -3.925 0.18 0.05 0.10 -0.01
H -4.105 -2.019 -2.602 0.25 -0.29 -0.06 0.00
H -2.362 -1.217 -1.022 -0.13 -0.32 -0.09 0.03
H 2.984 -0.019 -2.747 -0.96 0.15 0.11 -0.01
H 2.217 -0.013 -2.599 1.85 0.16 -0.46 0.02
C -1.762 -0.067 3.757 -0.30 -0.06 0.02 0.01
C -1.771 -0.181 2.243 -0.14 0.15 0.36 0.02
O -0.402 -0.073 1.756 -0.38 0.12 1.05 -0.04
H -1.147 -0.853 4.216 -0.16 0.21 -0.18 0.00
H -2.785 -0.169 4.138 0.20 0.00 -0.04 0.00
H -1.396 0.919 4.076 -0.03 -0.22 -0.09 0.00
H -2.145 -1.152 1.900 0.15 0.19 0.12 0.00
H -2.371 0.613 1.770 0.15 -0.23 0.17 0.00
H 0.115 0.490 2.359 -0.26 0.05 -0.14 0.00
```
Positions in Å, forces in eV/Å.

Summary:
Electronic energy = -76386.168 eV
Frontier orbital gap (alpha / beta) = 6.920 / 3.524 eV
Multiplicity = 5
LUMO level (alpha / beta) = -0.311 / -0.475 Eh
Charge = +3

[2]
Formula: C38H38F3N4OSTa
Source: the Open Molecules 2025 dataset
Level of theory: wB97M-V/def2-TZVPD

Geometry as XYZ:
```
86
Properties=species:S:1:pos:R:3:forces:R:3:lowdin_charge:R:1
Ta 8.367 15.425 12.860 -0.47 0.56 -0.29 1.96
C 6.755 12.881 13.040 -0.46 0.56 -0.39 -0.21
C 5.887 13.352 11.903 -0.63 0.47 -1.35 -0.17
C 6.618 13.846 10.638 0.62 0.00 0.94 -0.19
N 7.390 15.069 10.992 0.11 0.39 0.43 -0.12
C 7.760 15.929 9.992 0.09 0.10 0.13 -0.19
C 7.551 15.631 8.642 -0.26 -0.32 0.17 0.03
C 7.885 16.325 7.497 0.53 -0.20 -0.14 -0.02
C 8.507 17.543 7.310 -0.57 -0.22 0.87 -0.03
C 8.898 18.390 8.326 0.24 0.69 -0.19 -0.01
C 8.894 18.206 9.714 -0.54 -0.13 -0.85 0.04
C 8.400 17.138 10.487 0.46 0.85 -0.80 -0.19
N 8.497 17.190 11.840 -0.16 -0.46 1.15 -0.16
C 8.824 18.430 12.576 -0.79 1.26 -0.99 -0.21
C 10.308 18.551 12.883 -0.50 -1.52 0.09 -0.12
C 10.734 17.238 13.609 0.00 -0.06 -0.04 -0.19
N 9.592 16.512 14.188 0.03 -0.43 -0.51 -0.15
C 9.285 16.511 15.499 0.22 0.07 -0.32 -0.22
C 9.986 17.307 16.422 -0.21 -0.10 -0.59 0.03
C 9.691 17.507 17.734 -0.70 -0.68 1.55 0.00
C 8.857 16.749 18.602 0.31 0.29 -0.09 -0.02
C 8.061 15.678 18.286 -0.72 0.03 -1.45 0.00
C 7.651 15.271 16.988 0.86 0.47 1.11 0.04
C 8.122 15.711 15.766 -1.05 -0.50 1.16 -0.22
N 7.431 15.281 14.665 0.21 0.51 -1.69 -0.16
C 6.090 14.666 14.755 0.08 -0.51 -0.32 -0.18
C 6.193 13.147 14.392 0.03 1.74 1.44 -0.15
H 7.737 13.367 12.987 0.65 -0.23 0.03 0.05
H 6.965 11.837 12.880 0.48 -0.41 0.13 0.14
H 5.249 14.231 12.175 0.19 -0.92 0.03 0.13
H 5.264 12.502 11.581 -0.15 0.52 0.26 0.14
H 5.846 14.030 9.903 -0.07 0.39 -0.24 0.12
H 7.342 13.151 10.206 -0.19 -0.39 0.13 0.12
H 7.056 14.686 8.428 0.18 0.19 0.20 0.11
H 7.697 15.802 6.578 -0.38 -0.24 -0.22 0.12
H 8.580 17.838 6.290 0.35 0.47 -0.50 0.12
H 9.267 19.374 7.984 -0.05 -0.62 0.33 0.14
H 9.295 19.095 10.188 -0.03 -0.42 0.49 0.11
H 8.227 18.428 13.502 0.28 0.06 -0.40 0.12
H 8.464 19.315 11.975 0.32 -0.88 0.70 0.14
H 10.446 19.422 13.498 0.32 0.41 0.15 0.12
H 10.877 18.589 11.956 0.12 0.42 0.08 0.12
H 11.521 17.403 14.332 0.05 0.16 0.26 0.11
H 11.195 16.536 12.918 -0.06 0.08 -0.33 0.10
H 10.795 17.890 15.996 -0.20 0.11 0.19 0.12
H 10.187 18.306 18.258 0.40 0.19 -0.14 0.12
H 8.844 17.044 19.652 0.21 -0.03 -0.30 0.13
H 7.510 15.178 19.060 0.08 -0.06 0.54 0.12
H 6.831 14.548 16.952 0.63 0.22 0.29 0.11
H 5.364 15.223 14.137 0.50 -0.26 -0.28 0.12
H 5.661 14.824 15.746 0.11 -0.25 -0.18 0.11
H 5.220 12.782 14.568 -1.34 -0.83 -0.36 0.12
H 6.779 12.687 15.170 0.55 -0.24 0.23 0.12
F 10.886 7.605 7.085 -0.01 0.12 -0.71 0.18
C 11.060 7.413 8.383 0.50 -0.44 0.74 -0.60
F 10.222 6.409 8.743 0.08 0.66 0.08 0.13
F 12.296 6.956 8.590 0.56 -0.25 -0.22 0.16
C 10.877 8.696 9.153 -1.04 -0.47 -1.13 -0.11
C 11.803 9.723 9.125 1.30 -1.23 -0.63 0.00
C 11.562 10.904 9.761 -0.63 -0.37 -0.12 -0.01
C 10.301 11.065 10.337 -0.06 0.96 0.55 -0.22
C 9.326 10.075 10.280 -0.59 0.21 0.52 -0.02
C 9.615 8.894 9.645 -0.39 -0.36 0.73 -0.01
C 10.065 12.292 11.049 0.21 -1.62 -0.90 0.04
C 10.028 13.279 11.701 -0.11 -0.03 -0.03 -0.21
H 12.751 9.544 8.607 -0.26 0.12 0.31 0.14
H 12.340 11.641 9.792 -0.04 0.46 0.12 0.12
H 8.349 10.136 10.789 0.64 0.47 -0.35 0.12
H 8.875 8.102 9.630 0.14 0.05 -0.12 0.13
C 12.765 13.975 14.569 0.68 1.27 0.07 -0.39
S 11.425 13.698 15.725 0.00 -0.19 -0.16 0.85
O 9.809 14.274 12.457 0.22 1.35 1.09 -0.23
C 12.078 12.209 16.443 -0.92 0.35 -0.02 -0.57
C 11.373 11.037 16.272 -0.86 0.01 -1.03 -0.12
C 11.793 9.891 16.923 -1.10 -0.94 -0.31 -0.09
C 12.864 9.959 17.786 0.09 -1.02 0.58 -0.08
C 13.608 11.125 17.919 0.15 -0.98 -0.33 -0.06
C 13.206 12.235 17.223 0.84 0.35 0.31 -0.12
H 12.901 13.172 13.845 -0.13 0.10 0.05 0.05
H 13.687 14.150 15.146 -0.22 -0.37 -0.28 0.04
H 12.589 14.953 14.088 -0.08 -0.54 -0.16 0.02
H 10.515 11.062 15.558 0.71 -0.27 0.79 0.11
H 11.245 8.929 16.747 0.63 1.01 0.34 0.13
H 13.096 9.054 18.360 0.24 0.43 -0.28 0.12
H 14.557 11.085 18.436 -0.17 0.25 0.30 0.12
H 13.843 13.095 17.269 -0.01 0.60 0.06 0.10
```
Positions in Å, forces in eV/Å.

Summary:
ΔE to the lowest compared entry with this formula, charge and spin = 0.00 kcal/mol
Electronic energy = -68554.943 eV
Frontier orbital gap = 5.756 eV
Multiplicity = 1
LUMO level = -0.253 Eh
Charge = +2

[3]
Formula: C38H39Br5N9O9PSrTe
Source: the Open Molecules 2025 dataset
Level of theory: wB97M-V/def2-TZVPD

Geometry as XYZ:
```
103
Properties=species:S:1:pos:R:3:forces:R:3:lowdin_charge:R:1
Sr 0.122 -0.744 -0.630 -0.17 -0.62 0.28 1.40
O -2.149 2.802 0.975 0.06 0.03 0.04 -0.12
C -2.368 2.094 2.186 0.03 -0.01 -0.02 -0.27
C -3.697 1.366 2.107 -0.01 -0.01 0.02 -0.17
C -3.680 0.175 1.142 -0.03 -0.03 0.01 -0.14
C -3.109 -1.102 1.710 0.00 0.02 -0.01 -0.27
C -3.689 -1.682 2.842 -0.04 -0.03 -0.02 -0.06
C -3.199 -2.883 3.326 -0.03 -0.04 -0.03 -0.10
C -2.141 -3.487 2.666 -0.02 -0.02 0.01 -0.05
C -1.618 -2.850 1.552 0.03 0.05 0.00 -0.10
N -2.078 -1.684 1.088 -0.02 0.06 0.01 0.11
H -1.237 3.153 1.030 0.00 -0.05 0.05 0.01
H -2.375 2.788 3.038 0.00 -0.01 -0.02 0.11
H -1.561 1.373 2.351 0.03 0.01 0.02 0.09
H -4.458 2.082 1.782 0.01 0.01 -0.01 0.11
H -3.977 1.044 3.116 -0.01 0.00 -0.01 0.10
H -3.132 0.430 0.237 0.01 0.01 0.00 0.07
H -4.707 -0.048 0.833 0.00 -0.01 0.01 0.12
H -4.530 -1.193 3.319 0.01 0.00 0.01 0.11
H -3.645 -3.347 4.199 0.00 0.00 0.00 0.10
H -1.718 -4.426 2.995 0.00 0.00 0.00 0.11
H -0.777 -3.273 1.018 -0.01 -0.01 0.01 0.09
C 3.628 -0.806 -1.483 0.01 -0.04 -0.02 -0.03
O 2.524 0.088 -1.542 -0.17 0.02 -0.17 -0.18
C 2.598 1.192 -2.313 -0.09 0.07 0.09 -0.24
C 3.600 1.462 -3.217 0.04 0.03 -0.03 -0.05
C 3.536 2.642 -3.960 0.03 0.00 -0.01 -0.68
Br 4.936 3.016 -5.196 -0.02 0.00 0.01 0.69
C 2.508 3.534 -3.821 -0.02 0.00 0.01 -0.09
C 1.484 3.262 -2.901 -0.02 0.08 -0.01 -0.07
C 1.529 2.102 -2.138 0.03 -0.11 0.04 -0.23
O 0.591 1.773 -1.244 0.15 0.01 0.02 -0.05
C 0.350 4.162 -2.718 0.07 -0.06 -0.02 -0.22
N -0.517 4.043 -1.744 -0.02 0.02 -0.01 0.19
C -1.419 5.076 -1.903 -0.01 -0.03 0.04 -0.20
C -2.527 5.413 -1.131 -0.02 0.00 0.00 -0.01
C -3.271 6.506 -1.534 0.01 0.00 -0.01 -0.10
C -2.926 7.249 -2.674 -0.01 0.00 0.01 -0.11
C -1.822 6.926 -3.443 0.01 -0.01 0.00 -0.03
C -1.075 5.830 -3.031 0.01 -0.01 -0.03 -0.18
N 0.069 5.231 -3.528 -0.03 0.03 0.03 0.18
H 4.535 -0.265 -1.205 -0.01 -0.01 0.01 0.10
H 3.765 -1.312 -2.442 0.00 0.01 -0.01 0.11
H 3.369 -1.532 -0.713 0.00 0.01 0.00 0.09
H 4.418 0.771 -3.361 -0.01 0.00 0.00 0.10
H 2.502 4.444 -4.406 0.00 0.00 0.00 0.09
H -0.058 2.526 -1.164 -0.01 -0.02 0.04 0.08
H -2.776 4.820 -0.258 0.00 0.00 -0.01 0.10
H -4.142 6.799 -0.960 0.00 0.00 0.00 0.09
H -3.538 8.096 -2.959 0.00 0.00 0.00 0.09
H -1.558 7.502 -4.321 0.00 0.00 0.00 0.10
H 0.535 5.450 -4.387 0.01 -0.01 -0.03 0.15
Br 1.094 -8.119 -1.965 -0.01 0.00 0.00 0.62
C 1.186 -6.404 -1.155 0.02 0.03 0.03 -0.78
C 1.922 -6.208 -0.006 -0.01 0.03 -0.02 -0.79
Br 2.866 -7.644 0.803 0.00 0.00 0.01 0.62
C 1.982 -4.918 0.562 0.08 -0.01 -0.04 -0.65
Br 2.944 -4.581 2.171 -0.01 0.00 0.00 0.67
C 1.357 -3.807 -0.006 -0.19 -0.03 -0.02 -0.49
O 1.381 -2.621 0.495 0.12 0.17 -0.13 -0.27
C 0.551 -4.021 -1.213 0.03 0.04 0.18 -0.48
O -0.085 -3.017 -1.690 -0.05 0.28 0.04 -0.27
C 0.503 -5.316 -1.736 -0.02 -0.03 -0.01 -0.64
Br -0.589 -5.530 -3.277 0.00 0.00 0.00 0.70
C 1.299 0.748 5.883 -0.01 0.00 0.00 -0.05
N 1.307 0.156 4.560 -0.02 0.03 -0.04 -0.08
C 2.268 0.562 3.543 -0.02 -0.04 0.01 -0.02
C 1.537 0.160 2.270 -0.08 -0.05 -0.23 -0.46
O 1.980 0.227 1.142 0.08 0.12 0.04 0.00
N 0.281 -0.296 2.584 0.01 0.06 -0.04 0.18
C 0.194 -0.240 3.892 -0.05 0.00 0.07 -0.41
N -0.955 -0.539 4.539 0.10 0.04 -0.02 0.22
H 2.322 0.805 6.247 -0.01 0.03 -0.01 0.09
H 0.734 0.123 6.575 -0.01 -0.03 0.01 0.07
H 0.895 1.763 5.881 0.02 -0.04 0.01 0.07
H 3.216 0.032 3.633 0.00 0.01 0.01 0.14
H 2.447 1.639 3.554 0.00 -0.03 0.02 0.11
H -1.649 -1.019 3.982 0.02 0.03 0.04 0.07
H -0.914 -0.773 5.514 -0.01 0.00 0.02 0.09
C -3.693 -3.100 -4.220 0.01 0.00 0.00 -0.09
C -3.197 -2.222 -3.096 -0.01 -0.04 -0.04 -0.31
O -3.468 -0.842 -3.435 0.07 -0.02 0.03 -0.30
P -2.311 0.199 -3.014 -0.08 -0.05 0.10 0.05
O -2.110 0.126 -1.525 0.26 0.05 -0.10 -0.49
Te -0.372 -0.144 -4.291 0.18 0.05 -0.23 0.47
O -3.013 1.587 -3.410 -0.06 0.01 0.00 -0.29
C -3.675 2.342 -2.381 0.01 0.01 0.04 -0.28
C -4.994 1.716 -1.973 -0.02 0.00 -0.01 -0.07
H -3.510 -4.147 -3.971 -0.01 0.00 0.00 0.05
H -3.152 -2.862 -5.137 0.00 0.00 0.00 0.08
H -4.761 -2.952 -4.394 0.00 0.00 0.00 0.07
H -2.126 -2.384 -2.941 0.00 0.01 0.01 0.06
H -3.706 -2.439 -2.154 0.00 0.01 0.00 0.12
H -3.829 3.332 -2.813 0.00 0.01 -0.01 0.11
H -3.014 2.440 -1.518 -0.02 -0.03 0.00 0.08
H -5.663 1.626 -2.830 0.00 0.01 -0.01 0.08
H -5.472 2.338 -1.212 0.00 0.00 0.00 0.07
H -4.831 0.721 -1.560 0.00 0.03 0.00 0.06
N 0.523 3.566 1.756 -0.02 0.02 -0.04 0.14
C 1.323 3.964 2.502 -0.29 -0.14 0.09 -0.39
N 2.234 4.467 3.287 0.31 0.17 -0.10 0.02
C 2.362 4.057 4.521 -0.18 -0.01 0.10 -0.47
N 2.529 3.750 5.633 0.07 -0.01 -0.03 0.06
```
Positions in Å, forces in eV/Å.

Summary:
ΔE to the lowest compared entry with this formula, charge and spin = 30.03 kcal/mol
Electronic energy = -439519.308 eV
Frontier orbital gap = 5.294 eV
Multiplicity = 1
LUMO level = 0.127 Eh
Charge = -2

Which of these has the highest multiplicity?
C38H38ClOP2Pt

Among the records above, which one has the highest charge?
C38H38ClOP2Pt